Here is a cluster of 3 separate species, C34H46ClN3O5 in total in a non-equilibrium geometry from the Open Molecules 2025 dataset. Energies are from ωB97M-V with the def2-TZVPD basis set.

Values from the calculation:
Lowest unoccupied orbital energy: -2.0 eV
Orbital gap: 6.77 eV
HOMO energy: -8.755 eV
Spin multiplicity: 3
Expectation value of S²: 2.010

Last column: Mulliken charge in e.
Geometry (Å):
O -3.75 -2.72 7.33  -0.464
C -4.79 -2.66 6.49  0.441
Cl -6.49 -2.92 7.28  -0.179
C -4.66 -2.34 4.85  -0.466
C -4.31 -0.70 4.78  0.436
C -5.43 0.26 5.56  -0.249
C -5.23 1.89 5.63  -0.503
C -3.86 2.49 4.87  -0.064
C -2.78 1.54 4.08  0.118
C -2.98 -0.09 4.01  -0.418
C -1.59 2.52 3.50  0.194
O -0.56 2.14 2.74  -0.389
N -1.97 3.85 4.10  0.096
C -2.00 5.06 3.19  0.329
C -2.96 5.21 1.83  -0.129
C -2.94 6.60 0.93  -0.465
C -2.00 7.91 1.32  -0.380
C -1.03 7.76 2.65  -0.357
C -1.04 6.37 3.57  -0.434
C -3.34 4.04 4.79  0.463
O -3.92 5.19 5.20  -0.544
H -5.73 -2.45 4.35  0.308
H -3.83 -2.99 4.35  0.341
H -6.37 -0.19 6.12  0.194
H -5.95 2.64 6.18  0.342
H -2.21 -0.77 3.44  0.294
H -3.64 4.28 1.56  0.267
H -3.64 6.74 -0.02  0.261
H -1.98 8.92 0.73  0.308
H -0.33 8.64 3.00  0.295
H -0.37 6.28 4.53  0.277
C 2.89 0.03 -1.89  -1.643
C 3.40 1.50 -1.77  1.918
C 4.72 1.55 -0.94  -1.546
C 4.50 1.36 0.55  -0.443
C 3.47 2.35 1.09  -1.307
C 2.13 2.28 0.30  2.026
N 2.32 2.37 -1.19  0.255
O 2.64 3.70 -1.49  -0.519
C 1.40 0.97 0.69  -1.944
C 1.17 3.40 0.84  -1.836
C 3.77 1.88 -3.24  -1.858
H 2.83 -0.30 -2.93  0.503
H 3.54 -0.68 -1.36  0.318
H 1.87 -0.10 -1.52  0.201
H 5.21 2.52 -1.09  0.420
H 5.42 0.80 -1.30  0.345
H 4.20 0.33 0.77  0.280
H 5.45 1.50 1.09  0.426
H 3.30 2.15 2.15  0.386
H 3.89 3.36 1.03  0.410
H 0.50 0.83 0.08  0.410
H 1.09 0.98 1.74  0.406
H 2.03 0.08 0.58  0.329
H 1.60 4.40 0.76  0.401
H 0.94 3.24 1.90  0.394
H 0.22 3.38 0.30  0.470
H 2.87 1.88 -3.88  0.463
H 4.47 1.15 -3.67  0.391
H 4.25 2.86 -3.33  0.368
C 0.24 -6.29 -4.95  -1.669
C -0.34 -5.54 -3.71  1.875
C -1.18 -4.31 -4.17  -1.460
C -0.34 -3.14 -4.66  -0.671
C 0.70 -2.75 -3.61  -0.668
C 1.58 -3.95 -3.17  1.572
N 0.77 -5.16 -2.78  0.236
O 0.19 -4.89 -1.52  -0.488
C 2.55 -4.30 -4.32  -1.949
C 2.53 -3.49 -2.01  -1.595
C -1.34 -6.58 -3.10  -1.847
H -0.11 -7.33 -5.01  0.472
H -0.03 -5.81 -5.89  0.330
H 1.33 -6.39 -4.92  0.334
H -1.81 -3.96 -3.34  0.390
H -1.88 -4.60 -4.96  0.385
H 0.15 -3.39 -5.60  0.273
H -0.98 -2.28 -4.87  0.444
H 1.33 -1.95 -4.00  0.103
H 0.18 -2.33 -2.74  0.357
H 3.13 -5.20 -4.10  0.381
H 3.28 -3.49 -4.48  0.416
H 2.05 -4.43 -5.29  0.404
H 2.00 -3.09 -1.15  0.360
H 3.21 -2.69 -2.36  0.332
H 3.16 -4.32 -1.68  0.487
H -0.81 -7.47 -2.74  0.462
H -2.06 -6.91 -3.85  0.444
H -1.92 -6.17 -2.26  0.347

=====

Here is a structure of composition C34H46F5Ge2MnOSb2 from the Open Molecules 2025 dataset. Energies are from ωB97M-V with the def2-TZVPD basis set.

Values from the calculation:
Lowest unoccupied orbital energy (alpha / beta): -2.3 / -3.4 eV
Orbital gap (alpha / beta): 8.41 / 7.53 eV
HOMO energy (alpha / beta): -10.689 / -10.895 eV
Total charge: +1
Spin multiplicity: 6
Expectation value of S²: 8.763

Last column: Mulliken charge in e.
Geometry (Å):
Mn -0.13 -0.18 -0.31  1.389
C -3.28 -1.61 -2.15  -1.014
Sb -2.59 -1.59 -0.14  0.186
C -2.99 -3.58 0.46  -1.328
C -4.14 -0.49 0.90  -1.286
C -5.05 0.23 -0.04  0.529
C -6.15 -0.46 -0.57  -0.649
C -6.98 0.11 -1.51  -0.532
C -6.74 1.40 -1.94  -0.759
C -5.68 2.11 -1.41  -0.646
C -4.83 1.55 -0.45  0.682
C -3.73 2.41 0.12  -1.460
Sb -1.80 2.19 -0.81  0.126
C -2.38 2.39 -2.84  -1.396
C -1.06 4.14 -0.41  -1.450
H -4.32 -1.30 -2.20  0.500
H -3.18 -2.63 -2.53  0.548
H -2.66 -0.95 -2.75  -0.015
H -4.00 -3.86 0.15  0.399
H -2.91 -3.67 1.54  0.411
H -2.26 -4.24 0.00  0.395
H -3.64 0.18 1.60  0.313
H -4.69 -1.23 1.49  0.783
H -6.34 -1.48 -0.23  0.365
H -7.83 -0.45 -1.90  0.417
H -7.38 1.87 -2.68  0.419
H -5.51 3.13 -1.72  0.392
H -3.61 2.26 1.20  0.636
H -3.99 3.46 -0.02  0.782
H -2.88 3.34 -2.99  0.509
H -3.07 1.58 -3.09  0.331
H -1.50 2.32 -3.48  0.493
H -1.68 4.87 -0.93  0.528
H -0.03 4.24 -0.75  0.435
H -1.11 4.34 0.66  0.446
C -0.61 1.82 4.16  -1.455
C -0.51 1.63 2.64  0.277
Ge 0.71 0.14 2.23  0.340
C -0.05 -1.57 2.85  -0.133
C 0.44 -1.94 4.25  -1.423
C 2.50 0.40 2.93  0.376
C 3.45 0.36 1.99  -0.578
Ge 2.60 0.21 0.23  -0.007
C 2.37 1.88 -0.78  0.227
C 3.66 2.58 -1.21  -1.466
C 3.11 -1.35 -0.84  -0.016
C 4.63 -1.42 -1.04  -1.325
C 4.90 0.37 2.25  0.167
C 5.79 0.94 1.34  0.254
C 7.15 0.96 1.60  -0.964
C 7.64 0.41 2.77  -0.438
C 6.77 -0.18 3.68  -0.745
C 5.41 -0.20 3.42  -0.624
H -1.24 2.68 4.41  0.414
H 0.37 2.00 4.60  0.384
H -1.04 0.95 4.64  0.302
H -0.15 2.53 2.15  0.217
H -1.50 1.41 2.23  -0.300
H 0.20 -2.37 2.15  0.335
H -1.14 -1.48 2.83  0.132
H 1.52 -2.05 4.27  0.348
H 0.01 -2.89 4.58  0.424
H 0.17 -1.19 4.99  0.288
H 2.75 0.52 3.98  0.631
H 1.77 2.56 -0.16  0.103
H 1.77 1.63 -1.66  0.227
H 4.23 2.94 -0.35  0.408
H 3.44 3.45 -1.83  0.406
H 4.31 1.93 -1.79  0.343
H 2.59 -1.28 -1.80  0.033
H 2.75 -2.26 -0.35  0.411
H 5.01 -0.53 -1.54  0.255
H 4.89 -2.28 -1.66  0.456
H 5.16 -1.52 -0.09  0.335
H 5.42 1.37 0.42  0.320
H 7.82 1.42 0.89  0.418
H 8.70 0.42 2.98  0.402
H 7.15 -0.63 4.59  0.410
H 4.73 -0.67 4.12  0.437
F -0.10 -4.90 -5.35  -0.303
C -0.03 -3.81 -4.58  0.635
C -0.09 -2.55 -5.15  0.333
F -0.23 -2.43 -6.46  -0.297
C -0.02 -1.42 -4.35  0.046
F -0.11 -0.21 -4.91  -0.340
C 0.12 -1.51 -2.96  0.081
O 0.16 -0.43 -2.20  -0.420
C 0.19 -2.80 -2.44  -0.034
F 0.32 -2.93 -1.09  -0.395
C 0.12 -3.94 -3.22  -0.063
F 0.18 -5.14 -2.65  -0.326

=====

Here is a structure of composition C34H46Ge2N4O7PRhS in a non-equilibrium geometry from the Open Molecules 2025 dataset. Energies are from ωB97M-V with the def2-TZVPD basis set.

Values from the calculation:
Lowest unoccupied orbital energy (alpha / beta): -3.6 / -3.3 eV
Orbital gap (alpha / beta): 6.77 / 7.03 eV
HOMO energy (alpha / beta): -10.332 / -10.342 eV
Total charge: +1
Spin multiplicity: 2
Expectation value of S²: 0.754

Last column: Mulliken charge in e.
Geometry (Å):
Rh -0.27 0.18 -1.44  0.762
N -7.64 -2.74 -1.04  -0.465
C -6.38 -2.46 -1.47  1.171
C -5.39 -2.05 -0.55  -1.248
C -4.11 -1.77 -0.98  -0.099
C -3.79 -1.90 -2.33  -0.350
C -4.76 -2.28 -3.25  -0.656
C -6.04 -2.56 -2.82  -0.869
S -2.20 -1.57 -2.90  1.435
O -2.07 -2.04 -4.24  -0.749
O -1.21 -2.07 -1.94  -0.534
N -1.83 0.06 -2.88  -0.658
C -2.59 1.06 -2.28  0.316
N -3.91 1.13 -2.29  -0.432
C -4.46 2.15 -1.64  -0.483
C -3.72 3.11 -0.97  -0.771
C -2.35 2.96 -1.02  -0.009
N -1.78 1.96 -1.69  0.129
H -7.88 -2.69 -0.07  0.191
H -8.34 -3.06 -1.69  0.187
H -5.65 -1.96 0.50  0.359
H -3.36 -1.44 -0.27  0.462
H -4.50 -2.36 -4.30  0.512
H -6.80 -2.86 -3.54  0.326
H -5.55 2.18 -1.64  0.444
H -4.19 3.93 -0.44  0.467
H -1.68 3.64 -0.52  0.454
C 0.62 -3.76 1.35  -1.851
C -0.15 -2.61 1.97  1.625
C -1.64 -2.82 1.79  -1.561
C 0.25 -2.44 3.43  -1.367
O 0.29 -1.40 1.22  1.060
P -0.46 -0.03 1.14  -0.083
O -1.60 -0.03 0.13  -0.143
O 0.58 0.96 0.51  -0.280
O -0.99 0.24 2.56  -0.217
C -0.83 1.47 3.40  1.525
C -1.27 2.68 2.60  -1.259
C -1.76 1.22 4.58  -1.856
C 0.62 1.56 3.84  -1.047
H 0.43 -4.67 1.92  0.534
H 1.69 -3.57 1.36  0.317
H 0.29 -3.94 0.32  0.319
H -1.93 -3.72 2.34  0.600
H -1.88 -2.96 0.74  0.318
H -2.22 -1.99 2.18  0.181
H 0.09 -3.38 3.95  0.532
H -0.35 -1.67 3.92  0.141
H 1.30 -2.17 3.51  0.235
H -2.26 2.52 2.18  0.370
H -0.57 2.89 1.79  -0.036
H -1.30 3.55 3.26  0.611
H -2.79 1.11 4.24  0.398
H -1.71 2.07 5.26  0.438
H -1.47 0.33 5.12  0.362
H 1.29 1.64 2.99  -0.101
H 0.90 0.67 4.41  0.324
H 0.75 2.44 4.47  0.619
C 2.37 2.52 -3.77  -1.388
Ge 3.01 2.61 -1.94  1.114
C 4.95 2.81 -1.94  -1.193
C 2.11 4.17 -1.16  -1.060
Ge 2.35 0.68 -0.54  0.257
C 2.90 -0.98 -1.38  0.393
C 2.26 -2.22 -1.32  0.639
C 2.75 -3.30 -2.03  -0.993
C 3.87 -3.15 -2.84  -0.708
C 4.50 -1.92 -2.92  -0.938
C 4.02 -0.83 -2.20  -0.700
C 3.34 0.90 1.12  -0.345
C 3.93 2.11 1.46  0.192
C 4.62 2.26 2.66  -1.006
C 4.73 1.19 3.53  -0.592
C 4.14 -0.03 3.21  -0.826
C 3.46 -0.17 2.02  0.612
H 2.72 3.41 -4.28  0.498
H 1.28 2.53 -3.81  0.341
H 2.74 1.65 -4.31  0.390
H 5.15 3.86 -2.16  0.482
H 5.41 2.20 -2.72  0.416
H 5.41 2.56 -0.98  0.424
H 2.08 4.97 -1.89  0.506
H 2.61 4.54 -0.26  0.389
H 1.09 3.90 -0.89  0.109
H 1.36 -2.33 -0.73  0.001
H 2.25 -4.26 -1.96  0.465
H 4.24 -3.99 -3.41  0.402
H 5.36 -1.79 -3.56  0.461
H 4.53 0.12 -2.28  0.344
H 3.84 2.97 0.81  0.037
H 5.08 3.21 2.91  0.450
H 5.26 1.31 4.47  0.402
H 4.22 -0.86 3.89  0.461
H 3.00 -1.12 1.78  0.329
O 1.01 -0.30 -4.15  -0.183
C 0.58 0.05 -3.17  0.218